Record 1
# CH2ClNO4S

A structure of composition CH2ClNO4S at a distorted geometry (ωB97M-V/def2-TZVPD, the Open Molecules 2025 dataset).

Element x y z (Å)
C (-0.764, 0.050, -0.082)
N (-2.109, -0.169, -0.073)
O (-0.270, 1.168, 0.000)
O (1.825, 0.808, -1.349)
O (1.854, 0.810, 1.120)
O (0.086, -0.973, -0.148)
S (1.616, 0.139, -0.101)
Cl (2.714, -1.467, -0.017)
H (-2.494, 0.651, 0.350)
H (-2.458, -1.017, 0.300)

Summary:
* HOMO-LUMO gap: 10.892 eV
* strongest force on any atom: 2.10 eV Å⁻¹
* relative energy (zero: lowest compared OMol25 entry of this formula, charge and spin): 0.0 kcal/mol
* HOMO: -11.366 eV

---

Record 2
# C4H4NO2S3

The ion C4H4NO2S3 with charge -1 at a distorted geometry (ωB97M-V/def2-TZVPD, the Open Molecules 2025 dataset).

Element x y z (Å)
N (-1.843, -1.877, 0.043)
S (-1.929, -0.168, 0.176)
O (-2.049, 0.080, 1.614)
O (-2.996, 0.270, -0.698)
C (-0.275, 0.378, -0.437)
S (-0.007, 2.123, -0.411)
C (1.686, 1.917, -0.233)
C (2.049, 0.634, -0.144)
C (1.039, -0.370, -0.140)
S (1.253, -2.009, 0.155)
H (-0.954, -2.010, -0.515)
H (-1.478, -2.027, 1.028)
H (2.409, 2.669, -0.415)
H (3.096, 0.389, -0.025)

Summary:
* HOMO-LUMO gap: 6.768 eV
* strongest force on any atom: 4.42 eV Å⁻¹
* relative energy (zero: lowest compared OMol25 entry of this formula, charge and spin): 0.0 kcal/mol
* HOMO: -3.663 eV
* total charge: -1

---

Repeat the second record exactly.
# C4H4NO2S3

The ion C4H4NO2S3 with charge -1 at a distorted geometry (ωB97M-V/def2-TZVPD, the Open Molecules 2025 dataset).

Element x y z (Å)
N (-1.843, -1.877, 0.043)
S (-1.929, -0.168, 0.176)
O (-2.049, 0.080, 1.614)
O (-2.996, 0.270, -0.698)
C (-0.275, 0.378, -0.437)
S (-0.007, 2.123, -0.411)
C (1.686, 1.917, -0.233)
C (2.049, 0.634, -0.144)
C (1.039, -0.370, -0.140)
S (1.253, -2.009, 0.155)
H (-0.954, -2.010, -0.515)
H (-1.478, -2.027, 1.028)
H (2.409, 2.669, -0.415)
H (3.096, 0.389, -0.025)

Summary:
* HOMO-LUMO gap: 6.768 eV
* strongest force on any atom: 4.42 eV Å⁻¹
* relative energy (zero: lowest compared OMol25 entry of this formula, charge and spin): 0.0 kcal/mol
* HOMO: -3.663 eV
* total charge: -1